C14H19Br24NO3S | ωB97M-V/def2-TZVPD

## Properties
Orbital gap ... 9.319 eV
HOMO ... -9.83 eV
M ... 2199.07 g/mol
Total energy ... -62999.7261 Ha

Structure (ORCA input):
```
! RIJCOSX wB97M-V def2-TZVPD def2/J DEFGRID3
* xyz 0 1
Br 10.757 -2.089 0.356
Br 3.093 1.633 6.084
Br 5.088 3.697 4.712
Br 2.844 4.984 0.929
Br -0.633 -4.573 -2.850
Br 4.975 5.279 -1.413
Br -5.224 -3.920 -0.645
Br -10.179 -5.061 2.317
Br 6.362 2.725 -4.440
Br 7.645 0.944 -2.137
Br 7.939 -2.962 -0.840
Br -11.736 -3.053 0.404
Br -6.169 -1.774 3.112
Br -12.578 -6.119 0.509
Br -5.710 -0.213 0.382
Br -0.894 -2.766 -5.457
Br 1.607 -2.425 -3.515
Br -8.600 -1.330 1.105
Br -2.886 -4.248 1.486
Br 3.357 1.667 2.918
Br 8.126 -1.849 2.135
Br -3.128 -6.280 -0.953
Br 4.506 1.363 -2.232
Br 5.767 3.654 1.211
S -2.169 0.271 -0.986
O -1.753 -0.997 -0.457
O -3.211 0.188 -1.968
O -0.951 1.039 -1.649
N 2.350 0.000 0.243
C 2.322 1.241 -0.046
C -2.782 1.305 0.348
C 1.351 1.727 -1.098
C -3.405 -4.472 -0.352
C -0.704 2.817 -0.061
C -0.265 -2.859 -3.641
C 4.265 1.956 4.595
C -11.129 -4.863 0.657
C -6.954 -0.610 1.795
C 8.860 -1.773 0.356
C 4.714 5.099 0.484
C 6.116 1.216 -3.273
C -0.076 1.563 -0.596
C -1.894 2.493 0.841
H -2.535 3.369 0.860
H -1.518 2.282 1.837
H 5.062 1.229 4.651
H -3.011 0.672 1.193
H -0.810 -2.121 -3.071
H 3.041 -0.198 0.962
H 1.567 2.755 -1.378
H -0.068 0.814 0.197
H -10.433 -5.080 -0.139
H 0.047 3.347 0.526
H 5.077 6.006 0.942
H -2.769 -3.828 -0.944
H -0.989 3.507 -0.853
H 1.496 1.076 -1.957
H -3.699 1.723 -0.043
H 6.016 0.340 -3.896
H -7.192 0.319 2.289
H 3.000 1.930 0.464
H 8.702 -0.769 -0.009
*
```

***

C15H25N5O2 | ωB97M-V/def2-TZVPD

## Properties
Orbital gap ... 8.601 eV
HOMO ... -8.52 eV
M ... 307.40 g/mol
Structure (SMILES) ... CN(C)CCCNCCCNC(=O)/C(=N\O)c1ccccn1
ΔE to the lowest compared entry with this formula, charge and spin ... 94.2 kcal per mole
Total energy ... -1010.7841 Ha

Structure (ORCA input):
```
! RIJCOSX wB97M-V def2-TZVPD def2/J DEFGRID3
* xyz 0 1
O 1.726 -2.954 0.283
O 4.031 -2.282 -0.620
N 0.714 -1.456 1.644
N -3.017 0.480 1.447
N -0.598 -0.073 -1.838
N 1.382 1.069 1.345
N 3.717 -1.038 -0.269
C 2.421 0.679 0.606
C -2.883 0.447 -1.082
C 2.629 -0.757 0.360
C 1.634 -1.811 0.750
C -2.143 -0.422 2.169
C -0.651 -1.447 -2.300
C -0.415 -2.285 1.993
C -2.446 1.079 0.250
C 1.165 2.358 1.537
C -1.817 0.659 -2.159
C 3.296 1.614 0.041
C 1.974 3.350 1.012
C -1.697 -1.687 1.412
C 3.069 2.959 0.252
C 0.587 0.585 -2.349
H -3.057 -0.622 -0.947
H -1.575 -1.916 -1.969
H -2.727 2.140 0.244
H -1.580 1.725 -2.199
H 0.677 1.573 -1.898
H -1.489 -1.426 0.375
H -1.263 0.163 2.450
H -0.232 -3.278 1.575
H -3.824 0.890 -1.416
H -3.902 0.034 1.233
H -0.482 -2.361 3.082
H -0.602 -1.522 -3.398
H -2.494 -2.433 1.432
H 4.126 1.262 -0.548
H 3.732 3.698 -0.174
H 1.758 4.391 1.193
H 3.285 -2.904 -0.382
H 0.675 -0.455 1.856
H -2.658 -0.708 3.091
H 0.298 2.596 2.140
H 1.464 0.001 -2.076
H 0.575 0.695 -3.445
H -2.215 0.367 -3.145
H 0.186 -2.001 -1.877
H -1.357 1.022 0.320
*
```

***

C8H21CuN11O10 | ωB97M-V/def2-TZVPD

## Properties
Orbital gap (alpha / beta) ... 6.985 / 3.990 eV
HOMO (alpha / beta) ... -8.15 / -8.15 eV
M ... 494.87 g/mol
Total energy ... -3312.4236 Ha

Structure (ORCA input):
```
! RIJCOSX wB97M-V def2-TZVPD def2/J DEFGRID3
* xyz 0 2
Cu -17.611 -9.023 32.987
O -20.138 -11.301 35.640
O -19.157 -10.502 33.920
O -19.343 -8.656 36.538
O -21.137 -8.500 39.256
O -18.099 -6.915 36.722
O -17.268 -11.178 37.225
O -17.529 -2.230 37.727
O -15.663 -7.931 33.479
O -18.337 -7.925 34.788
O -21.253 -10.871 33.931
N -22.121 -3.594 33.843
N -15.000 -11.217 37.078
N -20.677 -6.418 38.454
N -18.624 -7.815 36.005
N -17.491 -4.268 38.712
N -15.306 -6.663 35.329
N -20.164 -10.877 34.494
N -17.519 -4.114 36.414
N -16.151 -9.231 37.343
N -13.793 -6.651 33.605
N -22.164 -6.722 40.196
C -20.989 -4.393 33.843
C -14.940 -7.167 34.118
C -16.194 -10.569 37.151
C -21.324 -7.286 39.271
C -22.235 -4.922 35.657
C -21.005 -5.159 34.967
C -17.481 -3.455 37.606
C -22.880 -3.979 34.910
H -20.955 -5.454 38.413
H -16.998 -8.777 37.645
H -13.388 -7.075 32.791
H -14.188 -10.759 36.714
H -13.328 -5.908 34.087
H -23.842 -3.530 35.108
H -22.611 -7.342 40.840
H -15.049 -12.217 37.145
H -14.617 -6.203 35.889
H -17.689 -3.786 39.566
H -17.406 -5.264 38.633
H -17.610 -3.621 35.549
H -16.230 -6.936 35.651
H -17.343 -5.109 36.379
H -20.259 -5.846 35.334
H -20.299 -4.341 33.016
H -15.285 -8.736 37.257
H -19.980 -6.714 37.786
H -22.503 -5.327 36.616
H -22.367 -2.893 33.175
H -22.342 -5.738 40.231
*
```

***

C4H10N2O2S | ωB97M-V/def2-TZVPD

## Properties
Orbital gap ... 8.483 eV
HOMO ... -7.86 eV
M ... 150.20 g/mol
ΔE to the lowest compared entry with this formula, charge and spin ... 80.9 kcal per mole
Total energy ... -816.4366 Ha

Structure (ORCA input):
```
! RIJCOSX wB97M-V def2-TZVPD def2/J DEFGRID3
* xyz 0 1
S -1.677 -0.335 -0.132
O -1.855 -1.522 0.654
O -1.100 -0.321 -1.461
N -3.238 0.382 -0.495
N 0.146 1.415 -0.033
C 2.092 -1.708 0.706
C -0.731 0.910 0.712
C 1.114 2.183 0.251
C 1.984 -1.551 -0.632
H -3.963 -0.022 0.009
H -0.633 0.856 1.804
H -3.400 0.340 -1.516
H 1.432 2.196 1.260
H 1.684 -2.535 1.254
H 1.310 -2.212 -1.107
H -0.056 1.064 -0.966
H 1.895 2.533 -0.356
H 2.715 -1.030 1.252
H 2.281 -0.644 -1.203
*
```